This record from the Open Molecules 2025 dataset describes a gas-phase ion, C2H4Br2N (charge +1) in a non-equilibrium geometry. The level of theory is ωB97M-V/def2-TZVPD.

Geometry as XYZ:
```
9
Properties=species:S:1:pos:R:3:forces:R:3
Br -0.296879 -1.073268 2.220969 -0.0287 0.4881 -0.6923
C -0.448860 0.104916 0.710742 0.2412 -0.0189 0.9852
N -0.298497 -0.533192 -0.611573 -0.4785 -0.8549 -0.9804
C 0.733713 0.403907 -0.127118 0.2896 0.9668 0.1021
Br 0.853930 2.068306 -1.079661 -0.1085 -0.7331 0.4114
H -1.250436 0.833133 0.801986 0.1261 -0.1595 -0.1720
H -0.092456 -1.537781 -0.644638 0.0503 0.2877 0.1481
H -0.899401 -0.233934 -1.387524 0.1566 0.0819 0.2757
H 1.698885 -0.032088 0.116816 -0.2480 -0.0582 -0.0777
```
Forces are in eV/Å.

Calculated values
HOMO in eV: -15.27
Structure (SMILES): Br[C@@H]1[NH2+][C@H]1Br
HOMO-LUMO gap in eV: 11.122
Charge: +1
Energy relative to the best compared isomer or geometry (same formula, charge and spin) in kJ/mol: 0.00